No. 1
# C45H58BIrN7OPS3

A structure of composition C45H58BIrN7OPS3 in a non-equilibrium geometry (the ωB97M-V functional and the def2-TZVPD basis, OMol25).

```
! wB97M-V def2-TZVPD RIJCOSX def2/J DEFGRID3
* xyz 3 2
Ir 0.323 0.361 -0.842
C -4.193 -0.508 4.757
C -2.896 0.136 4.280
C -2.150 0.706 5.482
C -3.215 1.193 3.228
N -2.033 -0.928 3.637
C -2.393 -2.254 3.522
C -1.352 -2.912 2.971
N -0.339 -2.004 2.754
B 0.985 -2.579 2.197
N 2.249 -1.655 2.217
C 3.439 -2.159 2.665
C 4.403 -1.242 2.419
N 3.808 -0.159 1.825
C 2.489 -0.424 1.731
S 1.206 0.725 1.359
C 4.644 1.036 1.399
C 5.910 0.484 0.739
C 4.971 1.830 2.659
C 3.894 1.890 0.393
N 0.725 -3.172 0.787
C 1.304 -4.382 0.454
C 0.646 -4.874 -0.610
N -0.341 -3.969 -0.959
C -0.250 -2.909 -0.113
S -1.183 -1.434 -0.149
C -1.365 -4.388 -2.003
C -0.624 -4.690 -3.303
C -2.440 -3.344 -2.268
C -2.038 -5.650 -1.457
C -0.777 -0.821 3.159
S 0.158 0.658 3.143
H -4.784 0.268 5.241
H -4.021 -1.290 5.497
H -4.785 -0.903 3.931
H -2.785 1.444 5.971
H -1.225 1.217 5.209
H -1.919 -0.075 6.206
H -3.963 1.876 3.627
H -3.617 0.735 2.323
H -2.331 1.773 2.971
H -3.348 -2.623 3.842
H -1.238 -3.954 2.730
H 1.271 -3.493 2.910
H 3.503 -3.130 3.122
H 5.459 -1.283 2.610
H 6.598 0.036 1.455
H 6.441 1.308 0.266
H 5.670 -0.251 -0.031
H 5.496 1.220 3.394
H 4.065 2.232 3.117
H 5.619 2.665 2.395
H 3.502 1.296 -0.440
H 4.607 2.601 -0.024
H 3.093 2.461 0.846
H 2.094 -4.819 1.039
H 0.777 -5.809 -1.123
H -0.179 -3.786 -3.719
H -1.338 -5.076 -4.031
H 0.156 -5.440 -3.186
H -2.042 -2.413 -2.667
H -3.030 -3.119 -1.382
H -3.108 -3.774 -3.015
H -1.346 -6.486 -1.359
H -2.825 -5.957 -2.144
H -2.494 -5.456 -0.485
C 2.658 -2.385 -4.146
C 2.133 -1.253 -3.263
C 2.422 -1.600 -1.803
C 0.637 -1.010 -3.486
C 0.232 -0.793 -4.950
O -0.438 0.493 -4.950
C -0.353 1.022 -3.750
N 0.204 0.263 -2.854
C -0.786 2.417 -3.621
C -1.033 3.100 -4.813
C -1.366 4.445 -4.801
C -1.453 5.122 -3.598
C -1.219 4.451 -2.406
C -0.892 3.101 -2.396
P -0.793 2.306 -0.768
C -2.526 2.192 -0.263
C -3.233 1.016 -0.502
C -4.594 0.951 -0.241
C -5.264 2.062 0.249
C -4.574 3.250 0.456
C -3.216 3.321 0.191
C 0.076 3.526 0.251
C -0.350 3.956 1.505
C 0.383 4.907 2.205
C 1.532 5.447 1.650
C 1.960 5.027 0.396
C 1.244 4.066 -0.295
H 3.699 -2.597 -3.902
H 2.624 -2.146 -5.207
H 2.093 -3.304 -3.983
H 2.655 -0.327 -3.529
H 2.062 -2.602 -1.557
H 1.962 -0.900 -1.066
H 3.491 -1.559 -1.592
H 0.067 -1.822 -3.025
H -0.462 -1.530 -5.344
H 1.086 -0.698 -5.618
H -0.949 2.577 -5.754
H -1.548 4.961 -5.733
H -1.708 6.173 -3.582
H -1.292 4.996 -1.473
H -2.737 0.149 -0.915
H -5.134 0.033 -0.435
H -6.326 2.012 0.447
H -5.097 4.129 0.809
H -2.712 4.269 0.320
H -1.253 3.559 1.942
H 0.038 5.242 3.174
H 2.087 6.207 2.185
H 2.848 5.461 -0.047
H 1.576 3.757 -1.281
*
```

Results
calculated total energy = -105377.5529 eV
LUMO level (alpha / beta) = -8.10 / -8.68 eV
orbital gap (alpha / beta) = 6.690 / 6.629 eV
HOMO level (alpha / beta) = -14.79 / -15.31 eV

Mulliken population analysis, charges in e, atoms 1 to 2: Ir 1.58; C -2.31



No. 2
# C16H24ClN3O3S

The molecule C16H24ClN3O3S in a non-equilibrium geometry (the ωB97M-V functional and the def2-TZVPD basis, OMol25).

```
! wB97M-V def2-TZVPD RIJCOSX def2/J DEFGRID3
* xyz 0 1
C -4.277 -0.610 -1.680
C -2.747 -0.587 -1.787
N -2.011 -0.421 -0.554
C -2.243 0.806 0.182
C -1.502 0.556 1.488
C -1.870 -0.899 1.780
C -2.032 -1.537 0.388
C -0.884 -2.507 0.059
N 0.394 -1.844 0.116
C 1.296 -2.079 1.083
O 1.174 -2.930 1.939
C 2.524 -1.166 1.019
N 2.837 -0.754 -0.330
C 3.415 -1.795 -1.154
S 3.675 0.715 -0.368
O 4.600 0.823 0.722
O 4.154 0.904 -1.703
C 2.312 1.843 -0.085
C 2.166 2.479 1.133
C 1.106 3.348 1.329
C 0.217 3.575 0.288
Cl -1.106 4.652 0.524
C 0.374 2.949 -0.943
C 1.427 2.071 -1.123
H -4.704 -0.810 -2.659
H -4.658 0.346 -1.330
H -4.609 -1.389 -0.997
H -2.451 0.235 -2.447
H -2.408 -1.521 -2.245
H -1.851 1.654 -0.383
H -3.310 0.987 0.390
H -1.807 1.236 2.281
H -0.428 0.658 1.330
H -2.814 -0.943 2.323
H -1.113 -1.410 2.371
H -2.969 -2.111 0.336
H -0.862 -3.321 0.787
H -1.029 -2.924 -0.942
H 0.529 -1.058 -0.501
H 2.306 -0.267 1.601
H 3.365 -1.681 1.502
H 4.281 -2.263 -0.674
H 2.662 -2.557 -1.353
H 3.731 -1.332 -2.086
H 2.894 2.297 1.909
H 0.972 3.850 2.274
H -0.314 3.157 -1.747
H 1.589 1.571 -2.064
*
```

Results
calculated total energy = -50952.3100 eV
LUMO level = 0.20 eV
energy above the lowest of the compared OMol25 structures with the same formula, charge and spin = 0.0 kcal/mol
orbital gap = 8.848 eV
HOMO level = -8.65 eV

Mulliken population analysis, charges in e, atoms 1 to 2: C -1.09; C -0.69